Entry 1:
{"formula": "C32H37AsCdN6O12S3", "method": "ωB97M-V/def2-TZVPD", "symbols": ["Cd", "N", "C", "C", "C", "O", "O", "H", "H", "H", "H", "H", "H", "O", "As", "O", "O", "C", "C", "C", "C", "C", "C", "S", "O", "O", "O", "H", "H", "H", "H", "H", "O", "S", "O", "N", "C", "C", "C", "C", "C", "C", "C", "C", "N", "C", "C", "C", "C", "C", "C", "C", "H", "H", "H", "H", "H", "H", "H", "H", "H", "H", "H", "O", "S", "C", "C", "C", "C", "H", "H", "H", "H", "H", "H", "H", "H", "C", "N", "C", "C", "O", "N", "C", "N", "H", "H", "H", "H", "H", "H", "H"], "positions_angstrom": [[0.6536, -0.0124, -0.0247], [2.2298, 0.3786, 1.8534], [3.6641, 0.5909, 1.7696], [4.0389, 1.3280, 0.4914], [3.4662, 0.6000, -0.7328], [4.1067, -0.3365, -1.2112], [2.3315, 1.0337, -1.1300], [1.7538, 1.2426, 2.0954], [1.9126, -0.3669, 2.4653], [4.1658, -0.3830, 1.7861], [4.0362, 1.1740, 2.6293], [5.1293, 1.3442, 0.4085], [3.6677, 2.3535, 0.5364], [2.3188, -3.8346, 1.8185], [2.8926, -2.6650, 0.5271], [0.2991, -1.8673, 2.5354], [1.4115, -2.0820, -0.0718], [2.9029, -3.9220, -0.9929], [4.0368, -4.6934, -1.2308], [4.1816, -5.4409, -2.3865], [3.1738, -5.4057, -3.3356], [2.0306, -4.6550, -3.1115], [1.8820, -3.9129, -1.9420], [0.2715, -3.0084, -1.8852], [-0.4564, -3.7033, -2.9613], [-0.6160, -3.3701, -0.6648], [0.3432, -1.5896, -2.2050], [1.7378, -3.2712, 2.3747], [4.8361, -4.6843, -0.4969], [5.0774, -6.0270, -2.5566], [3.2710, -5.9621, -4.2611], [1.2310, -4.6421, -3.8363], [-2.1372, 2.8075, 1.2728], [-0.9878, 2.1144, 1.8212], [0.3088, 2.6289, 1.4171], [-0.9209, 0.5482, 1.6487], [-2.0477, -0.2404, 1.8997], [-3.3067, 0.2804, 2.1656], [-4.4551, -0.5172, 2.2175], [-4.3656, -1.8613, 1.9678], [-3.1071, -2.4419, 1.7533], [-2.9685, -3.8544, 1.5315], [-1.7727, -4.3673, 1.1947], [-0.6053, -3.4865, 1.0837], [-0.7229, -2.3161, 1.7619], [-1.9361, -1.6603, 1.8017], [-1.0778, 2.3546, 3.5919], [-0.5648, 1.3783, 4.4335], [-0.5717, 1.5943, 5.8038], [-1.0840, 2.7736, 6.3240], [-1.6022, 3.7399, 5.4736], [-1.6039, 3.5298, 4.1031], [-3.4305, 1.3478, 2.2377], [-5.4153, -0.0499, 2.4019], [-5.2450, -2.4945, 1.9387], [-3.8444, -4.4846, 1.6366], [-1.6257, -5.4220, 1.0083], [0.3520, -3.9533, 1.2623], [-0.1922, 0.4538, 4.0061], [-0.1797, 0.8329, 6.4661], [-1.0856, 2.9386, 7.3946], [-2.0104, 4.6570, 5.8792], [-2.0159, 4.2610, 3.4227], [3.0408, 5.3578, -0.8394], [1.9868, 4.2823, -0.8871], [0.4052, 5.1800, -1.0691], [0.0459, 5.2618, -2.5578], [1.3188, 4.9477, -3.3459], [1.9285, 3.7616, -2.6127], [0.6315, 6.1502, -0.6259], [-0.3446, 4.6642, -0.4750], [-0.3808, 6.2352, -2.8191], [-0.6962, 4.4949, -2.7663], [2.0133, 5.7914, -3.2995], [1.1158, 4.7284, -4.3983], [2.9445, 3.4875, -2.8879], [1.3020, 2.8758, -2.6429], [-3.3832, -0.7565, -4.4387], [-2.6329, -0.1253, -3.3972], [-2.0572, 1.1911, -3.4893], [-1.4425, 1.3380, -2.0921], [-0.7699, 2.2808, -1.7374], [-1.7064, 0.2188, -1.3675], [-2.3751, -0.6060, -2.1591], [-2.7976, -1.8246, -1.7932], [-4.1812, -0.0934, -4.7903], [-3.8474, -1.6645, -4.0597], [-2.7468, -1.0204, -5.2877], [-2.8085, 1.9638, -3.6764], [-1.2680, 1.2576, -4.2422], [-2.3840, -2.1346, -0.9223], [-2.6703, -2.5449, -2.4958]], "forces_ev_per_angstrom": [[0.3, -0.3, 0.1], [-0.4, 0.2, 0.0], [0.3, -0.1, 0.3], [0.2, 0.0, -0.1], [0.2, 0.1, 0.1], [0.1, 0.0, -0.1], [-0.6, 0.0, -0.2], [0.0, -0.1, 0.0], [0.0, 0.0, 0.0], [-0.1, 0.1, 0.0], [0.0, -0.1, -0.1], [0.0, 0.0, 0.0], [-0.1, 0.0, -0.1], [0.0, -0.1, 0.2], [-0.1, 0.1, -0.2], [0.1, 0.1, -0.1], [0.2, 0.9, 0.6], [0.2, -0.1, 0.0], [0.0, 0.0, 0.0], [0.0, 0.0, 0.0], [0.0, 0.0, -0.1], [-0.1, -0.1, 0.0], [-0.1, 0.1, 0.0], [-1.0, -0.4, -0.2], [0.1, 0.1, -0.1], [0.6, 0.1, -1.2], [0.1, -0.1, 0.0], [0.0, 0.0, -0.1], [0.0, 0.0, 0.0], [0.0, 0.0, 0.0], [0.0, 0.0, 0.0], [0.0, 0.0, 0.0], [0.1, 0.1, 0.1], [0.2, 0.0, -0.1], [-0.1, 0.1, 0.1], [0.0, 0.0, -0.3], [0.0, 0.1, 0.0], [-0.2, 0.0, 0.0], [0.1, -0.1, 0.0], [-0.1, 0.1, 0.0], [0.0, -0.2, 0.0], [0.1, 0.0, 0.0], [0.1, 0.3, -0.2], [-0.5, -0.4, 1.7], [0.3, -0.2, -0.2], [-0.3, 0.1, 0.0], [0.0, 0.0, 0.0], [0.0, 0.0, 0.0], [0.0, 0.0, 0.0], [0.0, 0.0, 0.0], [0.0, 0.0, 0.0], [0.0, 0.0, 0.0], [0.0, 0.0, 0.0], [0.0, 0.0, 0.0], [0.0, 0.0, 0.0], [0.0, 0.0, 0.0], [0.0, 0.0, 0.0], [0.0, 0.1, -0.3], [0.0, -0.1, 0.0], [0.0, 0.0, 0.0], [0.0, 0.0, 0.0], [0.0, 0.0, 0.0], [0.0, 0.1, -0.1], [0.0, 0.2, 0.0], [0.1, -0.1, 0.1], [0.0, 0.0, 0.0], [0.0, 0.1, 0.0], [0.1, 0.0, 0.0], [0.0, 0.1, 0.0], [0.0, 0.0, 0.0], [-0.1, -0.1, 0.0], [0.1, 0.0, 0.0], [-0.1, 0.0, 0.0], [0.0, 0.0, 0.0], [0.0, 0.0, 0.0], [0.0, 0.0, 0.0], [-0.1, -0.1, 0.0], [-0.1, -0.1, -0.1], [0.0, 0.1, 0.1], [0.0, 0.0, 0.0], [0.1, 0.0, -0.1], [0.0, 0.2, 0.0], [-0.1, -0.2, 0.3], [0.2, 0.0, -0.1], [-0.1, -0.2, 0.0], [0.0, 0.0, 0.0], [0.0, 0.0, 0.0], [0.0, 0.0, 0.0], [0.0, 0.0, 0.0], [0.0, 0.0, 0.0], [0.1, 0.0, 0.1], [0.0, 0.0, 0.0]], "lowdin_charge": [1.4848, -0.0334, -0.2934, -0.1292, -0.7302, -0.0411, -0.1811, 0.0374, 0.0447, 0.0690, 0.1012, 0.1062, 0.0835, -0.4405, 1.1695, -0.2310, -0.7510, -0.3028, -0.1248, -0.1122, -0.1040, -0.0790, -0.2075, 0.6180, -0.3915, -0.3313, -0.3751, -0.0279, 0.0901, 0.0883, 0.0894, 0.0929, -0.3310, 0.5400, -0.3689, -0.2097, -0.2611, -0.0431, -0.1055, -0.0814, -0.1825, -0.0495, -0.0209, -0.1661, -0.1635, -0.0982, -0.2577, -0.0459, -0.0814, -0.1104, -0.1000, -0.0638, 0.0825, 0.0885, 0.0945, 0.1004, 0.1060, 0.1096, 0.1026, 0.0995, 0.0897, 0.0918, 0.1085, -0.5788, 0.9169, -0.3044, -0.2397, -0.2474, -0.3347, 0.0816, 0.0645, 0.0987, 0.0841, 0.0984, 0.1013, 0.0943, 0.0611, -0.0401, -0.0941, -0.0365, -0.4753, 0.0351, 0.1502, -0.4077, 0.2146, 0.0841, 0.0808, 0.0913, 0.1297, 0.1364, 0.0790, 0.0956], "e_tot_ha": -6071.16377, "lumo_energy_ev": 4.143, "charge": -2, "spin_multiplicity": 1, "homo_energy_ev": -1.8}

=====

Entry 2:
{"formula": "C23H30MoN3O5S2Si", "method": "ωB97M-V/def2-TZVPD", "symbols": ["Mo", "N", "C", "C", "C", "O", "O", "H", "H", "H", "H", "H", "H", "N", "C", "C", "N", "H", "H", "H", "H", "H", "H", "H", "H", "H", "C", "C", "C", "C", "C", "C", "Si", "C", "C", "C", "C", "C", "C", "C", "C", "C", "C", "C", "C", "H", "H", "H", "H", "H", "H", "H", "H", "H", "H", "H", "H", "H", "H", "H", "O", "S", "O", "O", "S"], "positions_angstrom": [[-0.4665, -1.8027, 0.9538], [0.6195, -2.7926, 2.9286], [1.9952, -3.2015, 2.5543], [2.9228, -2.0229, 2.2524], [2.4926, -1.2303, 1.0392], [3.1564, -0.5100, 0.3592], [1.1821, -1.3881, 0.8095], [0.6461, -2.2635, 3.8051], [0.1037, -3.6506, 3.1359], [1.9208, -3.8364, 1.6641], [2.4412, -3.7938, 3.3589], [3.9379, -2.3807, 2.0684], [2.9797, -1.3300, 3.0988], [2.6606, 1.4353, -5.0011], [1.7509, 0.2800, -4.7200], [0.8534, 0.5085, -3.4794], [1.3033, -0.0253, -2.2069], [3.2103, 1.2522, -5.8536], [3.3172, 1.6060, -4.2283], [2.1142, 2.2913, -5.1678], [2.3573, -0.6187, -4.5984], [1.1274, 0.1478, -5.6049], [-0.1156, 0.0501, -3.6737], [0.6794, 1.5827, -3.3571], [2.2431, 0.2685, -1.9590], [1.3208, -1.0441, -2.2103], [2.6666, 3.4456, 2.1524], [1.6355, 2.9127, 2.9117], [0.7052, 2.0721, 2.3294], [0.7653, 1.7684, 0.9586], [1.8106, 2.3269, 0.2082], [2.7567, 3.1392, 0.8027], [-0.5303, 0.6369, 0.1397], [-1.6895, 1.4923, -1.0468], [-1.4763, 2.8291, -1.4273], [-2.3990, 3.4771, -2.2227], [-3.5481, 2.8182, -2.6449], [-3.7813, 1.5037, -2.2581], [-2.8634, 0.8435, -1.4669], [-1.8344, -1.0808, 2.3387], [-2.4438, -0.2458, 3.2714], [-3.6934, -0.5744, 3.7835], [-4.3458, -1.7332, 3.3786], [-3.7586, -2.5863, 2.4510], [-2.5139, -2.2447, 1.9454], [3.3934, 4.0978, 2.6094], [1.5666, 3.1458, 3.9632], [-0.0958, 1.6708, 2.9328], [1.8664, 2.1144, -0.8465], [3.5728, 3.5312, 0.2162], [-0.5969, 3.3520, -1.0858], [-2.2314, 4.5037, -2.5089], [-4.2692, 3.3329, -3.2626], [-4.6804, 0.9956, -2.5727], [-3.0442, -0.1832, -1.1720], [-1.9669, 0.6631, 3.6084], [-4.1693, 0.0849, 4.4952], [-5.3100, -1.9823, 3.7955], [-4.2734, -3.4814, 2.1304], [-2.0190, -2.9231, 1.1835], [-0.1612, -3.7651, 0.4032], [0.1627, -3.6502, -1.0752], [1.3665, -2.8760, -1.2202], [-0.0326, -4.8021, -1.8521], [-1.2940, -2.1607, -1.3141]], "forces_ev_per_angstrom": [[-2.7, -1.1, 1.7], [-0.4, 0.0, -0.4], [0.5, -0.2, -0.1], [-0.3, 0.0, -0.1], [3.5, 0.6, 0.7], [-0.8, -0.6, 0.2], [0.7, 1.4, -0.6], [-0.2, 0.0, -0.3], [0.0, 0.2, 0.0], [0.0, 0.0, 0.3], [-0.1, 0.0, -0.1], [-0.1, 0.0, 0.0], [0.0, 0.0, 0.0], [0.2, 0.2, -0.2], [-0.7, -0.6, 0.4], [0.0, 0.1, -0.1], [0.2, 0.0, 0.5], [0.0, 0.1, 0.2], [-0.1, 0.0, -0.3], [0.2, -0.1, 0.1], [0.1, 0.1, -0.1], [0.1, 0.1, 0.0], [0.0, 0.1, -0.2], [-0.2, 0.0, -0.1], [0.0, 0.0, 0.2], [0.0, 0.0, 0.1], [-0.1, -0.1, 0.0], [0.1, 0.0, 0.1], [-0.3, -0.3, -0.4], [-0.4, -0.6, -0.1], [-0.4, -0.2, 0.0], [0.0, 0.1, 0.0], [0.0, 1.5, -1.3], [0.2, -0.7, 0.8], [0.2, -0.3, 0.2], [0.0, 0.1, -0.1], [0.1, -0.1, 0.1], [-0.1, -0.1, -0.1], [0.3, 0.0, 0.1], [0.0, -0.4, -1.1], [0.0, 0.6, 0.2], [0.6, 0.2, -0.1], [0.2, -0.5, -0.4], [-0.4, -0.2, 0.2], [0.9, 0.2, -0.4], [0.1, 0.0, 0.1], [-0.1, 0.0, 0.1], [0.0, 0.0, 0.2], [0.1, 0.0, -0.2], [0.0, 0.1, -0.1], [0.1, 0.1, 0.1], [0.0, 0.1, 0.0], [0.0, 0.0, 0.0], [-0.1, 0.0, 0.0], [-0.2, 0.0, 0.0], [0.0, 0.0, 0.0], [0.1, 0.0, 0.1], [-0.1, 0.0, 0.0], [0.1, 0.0, 0.0], [-1.4, -0.4, 0.4], [-0.1, -0.3, 1.4], [0.1, 0.8, -1.7], [0.7, -0.6, -0.3], [-0.3, -0.4, 0.2], [0.0, 0.9, 0.6]], "nbo_charge": [0.8974, -0.7980, -0.2362, -0.5386, 0.8208, -0.4537, -0.4995, 0.4161, 0.4211, 0.2318, 0.2497, 0.2975, 0.2659, -0.6692, -0.2525, -0.2525, -0.8270, 0.4658, 0.4439, 0.4506, 0.2449, 0.2508, 0.2426, 0.2000, 0.3801, 0.4115, -0.1278, -0.1976, -0.2092, -0.5766, -0.1957, -0.1996, 1.7361, -0.7239, -0.1022, -0.2231, -0.1153, -0.2027, -0.1532, -0.1631, -0.2078, -0.1274, -0.1161, -0.1854, -0.1432, 0.2499, 0.2477, 0.2045, 0.1976, 0.2392, 0.2172, 0.2469, 0.2514, 0.2487, 0.2106, 0.2440, 0.2655, 0.2677, 0.2697, 0.2331, -0.9139, 2.2863, -0.9696, -0.8052, -0.1210], "e_tot_ha": -2587.95406, "lumo_energy_ev": -11.004, "charge": 3, "spin_multiplicity": 1, "homo_energy_ev": -17.2}

=====

Entry 3:
{"formula": "C6H12O", "method": "ωB97M-V/def2-TZVPD", "symbols": ["C", "C", "O", "C", "C", "C", "C", "H", "H", "H", "H", "H", "H", "H", "H", "H", "H", "H", "H"], "positions_angstrom": [[-1.8759, -2.1402, 1.3555], [-1.5574, -1.4660, 0.0398], [-0.1959, -0.9667, 0.0305], [-0.0155, 0.1017, 0.7634], [1.4007, 0.5741, 0.5639], [1.3015, 1.8656, -0.2749], [1.0666, 1.5869, -1.7581], [-1.7503, -1.4180, 2.1674], [-1.2136, -2.9931, 1.5329], [-2.9115, -2.4954, 1.3542], [-2.2195, -0.6156, -0.1416], [-1.6107, -2.1570, -0.8054], [0.4765, 2.4661, 0.1245], [2.0588, -0.1576, 0.0718], [1.8125, 0.8242, 1.5490], [2.2144, 2.4550, -0.1478], [0.8446, 2.5086, -2.3054], [1.9484, 1.1277, -2.2173], [0.2265, 0.8997, -1.9019]], "forces_ev_per_angstrom": [[0.0, 0.0, 0.0], [-0.3, -0.1, -0.1], [0.0, 0.4, 0.3], [0.3, -0.3, -0.3], [0.0, 0.0, 0.1], [0.0, 0.1, 0.0], [0.0, 0.0, 0.0], [0.0, -0.1, -0.1], [-0.1, 0.1, 0.0], [0.1, 0.0, 0.0], [0.1, -0.1, 0.0], [0.0, 0.1, 0.1], [0.1, 0.0, 0.0], [-0.1, 0.0, 0.1], [-0.1, 0.0, -0.1], [-0.1, -0.1, 0.0], [0.0, -0.1, 0.1], [-0.1, 0.0, 0.1], [0.1, 0.1, 0.0]], "nbo_charge": [-0.6418, -0.0650, -0.5023, 0.2620, -0.5596, -0.3869, -0.6110, 0.2326, 0.2116, 0.2182, 0.1933, 0.1874, 0.2118, 0.1967, 0.2293, 0.2066, 0.2103, 0.2029, 0.2037], "e_tot_ha": -310.95540, "lumo_energy_ev": 1.052, "spin_multiplicity": 1, "homo_energy_ev": -8.3}